Computed, not measured: C3H2ClF2N in the gas phase at a distorted geometry, with ωB97M-V/def2-TZVPD.

Geometry as XYZ:
```
9
Properties=species:S:1:pos:R:3
C -1.790 -1.426 0.213
C -0.148 0.414 0.026
C -1.623 0.018 -0.126
N -1.963 -2.469 0.684
F 0.155 1.729 -0.255
F -1.787 0.157 -1.633
Cl -3.086 0.837 0.518
H 0.475 -0.127 -0.718
H 0.123 0.325 1.101
```

Calculated values
Max |F|, eV/Å: 4.06
Frontier orbital gap, eV: 12.4
Relative energy (zero: lowest compared OMol25 entry of this formula, charge and spin), kcal per mole: 3.39
E, Eh: -830.13559

Atomic partial charges in e from the Mulliken method, atoms 1 to 2: -0.05, -0.35